Computed, not measured: a molecular structure, C44H38F6KN8O7PS3 at a distorted geometry, with ωB97M-V with the def2-TZVPD basis set.

```
108
Properties=species:S:1:pos:R:3:lowdin_charge:R:1
K 0.15753 0.32068 0.42741 0.68
C 0.70856 2.00394 5.20295 -0.09
C -0.47249 1.71143 5.87736 -0.11
C -1.66143 1.77697 5.18590 -0.05
C -1.65932 2.12169 3.81296 -0.37
N -0.51624 2.40483 3.17564 0.14
C 0.62294 2.35215 3.86320 -0.15
N -2.89551 2.19996 3.22909 0.13
C -3.18180 2.26290 1.96497 -0.31
N -2.42660 2.21839 0.83867 0.16
C -3.25183 2.40021 -0.22001 -0.31
N -3.04529 2.63710 -1.47931 0.15
C -1.98146 2.39454 -2.28747 -0.34
C -1.99753 3.02957 -3.55535 -0.03
C -1.10376 2.63754 -4.52296 -0.10
C -0.18532 1.63055 -4.23588 -0.09
C -0.19098 1.11454 -2.95607 -0.19
N -1.03196 1.48920 -1.99635 0.11
C -4.67354 2.49603 0.23796 -0.11
C -5.86437 2.65333 -0.43912 -0.02
C -7.02737 2.76119 0.31941 -0.11
C -6.97940 2.71491 1.71006 -0.11
C -5.77104 2.54573 2.38140 -0.03
C -4.62681 2.43431 1.61850 -0.10
H 1.67186 1.96741 5.69460 0.09
H -0.46271 1.44885 6.92977 0.09
H -2.61226 1.57505 5.66001 0.09
H 1.52243 2.59757 3.31500 0.08
H -2.74777 3.78588 -3.74094 0.10
H -1.12936 3.08096 -5.51256 0.09
H 0.51056 1.27113 -4.98299 0.09
H 0.51197 0.33750 -2.67275 0.07
H -5.87604 2.68288 -1.52166 0.11
H -7.98469 2.88281 -0.17513 0.09
H -7.90138 2.81927 2.27181 0.09
H -5.71876 2.50563 3.46238 0.10
O 3.44056 1.40752 2.93603 -0.33
S 3.08457 0.93314 1.61331 0.39
O 2.47760 1.94682 0.74467 -0.41
O 2.35939 -0.33050 1.58796 -0.43
C 4.63641 0.60606 0.77481 -0.25
C 5.85856 0.67255 1.41894 -0.06
C 7.01978 0.45523 0.69439 -0.09
C 6.93927 0.16357 -0.66175 -0.09
C 5.70809 0.08802 -1.29567 -0.09
C 4.53313 0.32440 -0.58680 -0.31
P 2.82078 0.29252 -1.31308 1.12
C 3.00733 1.73070 -2.46529 -0.33
C 3.79587 1.74408 -3.61435 -0.10
C 3.83575 2.86302 -4.43353 -0.10
C 3.08270 3.98609 -4.12008 -0.11
C 2.29841 3.98707 -2.97732 -0.08
C 2.26177 2.86928 -2.15779 -0.09
C 3.08346 -1.13708 -2.45196 -0.36
C 2.58978 -1.20298 -3.75389 -0.09
C 2.62268 -2.39446 -4.46520 -0.08
C 3.14791 -3.54087 -3.89190 -0.10
C 3.63330 -3.49431 -2.59152 -0.10
C 3.58767 -2.30967 -1.87877 -0.10
H 5.87900 0.90227 2.47688 0.11
H 7.98699 0.51402 1.17899 0.09
H 7.84720 -0.00516 -1.22956 0.09
H 5.67102 -0.16803 -2.34590 0.10
H 4.36747 0.87005 -3.89563 0.09
H 4.45464 2.85399 -5.32391 0.09
H 3.10522 4.85431 -4.76831 0.09
H 1.69725 4.85355 -2.73029 0.10
H 1.65751 2.86501 -1.26016 0.10
H 2.16055 -0.32051 -4.21237 0.09
H 2.22214 -2.42732 -5.47148 0.10
H 3.14649 -4.47276 -4.44351 0.10
H 4.01902 -4.39389 -2.12682 0.10
H 3.92729 -2.27399 -0.84887 0.11
C -0.09230 -1.82938 3.77295 -0.15
C -0.55726 -2.93882 4.75389 -0.16
N -1.82824 -3.51611 4.30386 -0.17
C -1.62204 -4.14115 2.99289 -0.15
C -1.02449 -3.10965 1.99859 -0.16
N -0.99093 -1.78611 2.62062 -0.15
C -2.34057 -1.43080 3.06793 -0.14
C -2.80889 -2.43293 4.15555 -0.15
H 0.92308 -2.00673 3.41127 0.11
H -0.10400 -0.84756 4.24947 0.11
H -0.70551 -2.54728 5.76463 0.10
H 0.17022 -3.75408 4.81248 0.11
H -2.58803 -4.51313 2.64283 0.11
H -0.96085 -5.00236 3.12574 0.11
H -1.61957 -3.06023 1.09507 0.07
H -0.00285 -3.37904 1.72192 0.12
H -2.99646 -1.43905 2.20086 0.10
H -2.31982 -0.41840 3.46060 0.09
H -3.77311 -2.88036 3.89992 0.11
H -2.91144 -1.94768 5.13098 0.11
F -4.01393 0.06515 -2.35955 0.12
C -3.14039 -0.89641 -2.67733 -0.62
F -2.39387 -0.44748 -3.67306 0.14
F -3.86774 -1.93485 -3.14287 0.10
S -2.27574 -1.45213 -1.06181 0.59
O -0.88900 -1.08423 -1.01085 -0.48
O -3.15278 -0.89683 -0.08204 -0.26
N -2.46904 -3.03830 -1.14477 -0.30
S -1.61506 -3.75050 -2.26933 0.56
O -2.22947 -4.97019 -2.70856 -0.29
O -1.07764 -2.87127 -3.26686 -0.29
C -0.13043 -4.42434 -1.36238 -0.65
F 0.56497 -5.21781 -2.19637 0.11
F -0.54490 -5.18369 -0.32826 0.11
F 0.69267 -3.49461 -0.88878 0.14
```

Output
Maximum force in eV Å⁻¹: 2.0
Net charge: -2
Lowest unoccupied orbital energy in Ha: 0.1445
E_tot in eV: -146926.817
Multiplicity: 1
HOMO level in eV: -2.58

***

Computed, not measured: a single C22H26N2O4 molecule, with ωB97M-V with the def2-TZVPD basis set.

```
54
Properties=species:S:1:pos:R:3:lowdin_charge:R:1
C -0.58534 -4.58502 -0.11001 -0.07
O -1.12097 -3.29353 0.05544 -0.08
C -1.88902 -2.76446 -0.93544 -0.22
C -2.16919 -3.40199 -2.13974 -0.03
C -2.96512 -2.76876 -3.07605 -0.07
C -3.48164 -1.50701 -2.85117 -0.02
C -3.21232 -0.85792 -1.64882 -0.22
O -3.62521 0.39495 -1.34091 -0.06
C -4.50317 1.05520 -2.21973 -0.08
C -2.42165 -1.49361 -0.68357 0.01
C -2.21822 -0.83950 0.65103 -0.39
O -3.13152 -0.46326 1.34834 0.11
N -0.89425 -0.71010 0.96064 0.16
C -0.31130 -0.23111 2.13556 -0.17
C -1.03626 0.01345 3.29674 0.00
C -0.38752 0.45951 4.43416 -0.07
C 0.98293 0.65436 4.43603 -0.08
C 1.70882 0.42164 3.28010 -0.04
C 1.07005 0.00504 2.12337 -0.10
C 1.86925 -0.26520 0.88246 -0.44
O 2.54176 -1.27689 0.76692 0.07
N 1.76879 0.65918 -0.10400 -0.05
C 1.05094 1.90639 0.04449 -0.13
C 1.86852 2.95877 0.80047 -0.16
C 3.05188 3.50314 0.00352 -0.21
C 3.97880 2.42177 -0.55465 -0.19
C 3.36431 1.66850 -1.73698 -0.18
C 2.53168 0.45354 -1.31850 -0.14
H -1.37351 -5.33574 -0.22165 0.10
H 0.09192 -4.63160 -0.96837 0.10
H -0.02228 -4.78183 0.80058 0.10
H -1.77955 -4.38392 -2.35122 0.10
H -3.18375 -3.27039 -4.00694 0.11
H -4.09044 -1.04163 -3.60865 0.10
H -4.74410 1.99972 -1.73488 0.10
H -5.42334 0.48403 -2.37467 0.10
H -4.02994 1.25524 -3.18738 0.10
H -0.23793 -1.08880 0.29216 0.14
H -2.10055 -0.15096 3.29717 0.10
H -0.95962 0.64400 5.33109 0.10
H 1.48676 0.98533 5.33147 0.10
H 2.78050 0.56117 3.27048 0.12
H 0.79829 2.26992 -0.95376 0.13
H 0.11698 1.72887 0.58239 0.12
H 2.22625 2.51236 1.72959 0.10
H 1.20733 3.78624 1.06516 0.12
H 2.68170 4.11136 -0.82605 0.11
H 3.62832 4.16158 0.65725 0.11
H 4.89898 2.90554 -0.88903 0.11
H 4.24523 1.71535 0.23341 0.12
H 2.75509 2.36160 -2.32118 0.10
H 4.15649 1.30643 -2.39475 0.11
H 3.18651 -0.39868 -1.11814 0.12
H 1.84964 0.17776 -2.13379 0.13
```

Output
Maximum force in eV Å⁻¹: 0.6
Net charge: 0
Lowest unoccupied orbital energy in Ha: 0.0252
E_tot in eV: -34406.660
Multiplicity: 1
HOMO level in eV: -8.34
SMILES string: COc1cccc(OC)c1C(=O)Nc1ccccc1C(=O)N1CCCCCC1